No. 1
Here is an isolated ion of composition C8H11N2O and charge +1 from the OMol25 dataset. Energies are from ωB97M-V with the def2-TZVPD basis set.

DFT total energy (hartree): -495.78978
Energy relative to the best compared isomer or geometry (same formula, charge and spin) (kcal per mole): 120.96
Molecular weight (Da): 151.2
Total charge: +1
SMILES: OC1=C/[NH+]=C=CCCC/C=N\1

Geometry (Å):
O  3.378  0.489  -0.203
C  2.159  0.046  0.123
C  1.859  -1.153  -0.583
N  0.762  -2.010  -0.361
C  -0.297  -1.918  0.354
C  -1.274  -1.316  0.955
C  -2.119  -0.266  0.275
C  -1.435  0.505  -0.816
C  -0.523  1.621  -0.206
C  0.357  1.324  0.964
N  1.468  0.747  0.882
H  3.556  1.413  -0.275
H  2.626  -1.819  -1.035
H  0.787  -2.787  -0.966
H  -1.677  -1.719  1.882
H  -2.457  0.493  1.026
H  -2.913  -0.778  -0.121
H  -0.913  -0.219  -1.426
H  -2.264  1.045  -1.299
H  -0.019  2.120  -1.011
H  -1.315  2.265  0.006
H  0.252  1.918  1.836



No. 2
Here is a 2-piece molecular cluster, C8H11N2O overall from the OMol25 dataset. Energies are from ωB97M-V with the def2-TZVPD basis set.

DFT total energy (hartree): -495.88027
Energy relative to the best compared isomer or geometry (same formula, charge and spin) (kcal per mole): 64.17
Molecular weight (Da): 151.2
Total charge: +1

Geometry (Å):
C  -0.035  -2.171  -2.417
C  -1.367  -1.774  -2.611
C  0.717  -1.508  -1.427
C  -1.902  -0.885  -1.767
C  0.159  -0.603  -0.486
C  -1.186  -0.309  -0.648
C  1.090  -0.154  0.644
C  -1.878  0.570  0.190
N  -2.671  1.085  0.886
N  2.069  2.349  2.874
O  0.375  0.616  1.518
H  0.282  -2.825  -3.177
H  -1.811  -2.202  -3.419
H  1.682  -1.786  -1.346
H  -3.004  -0.588  -1.927
H  1.255  -1.167  1.065
H  1.838  0.392  0.082
H  -2.968  2.072  1.062
H  2.918  2.469  2.317
H  1.352  2.960  2.536
H  2.183  2.473  3.846
H  0.904  0.983  2.203



No. 3
Here is an isolated ion of composition C8H11N2O and charge +1 from the OMol25 dataset. Energies are from ωB97M-V with the def2-TZVPD basis set.

DFT total energy (hartree): -495.77864
Energy relative to the best compared isomer or geometry (same formula, charge and spin) (kcal per mole): 127.95
Molecular weight (Da): 151.2
Total charge: +1
SMILES: [H]/N=[N+](\C)Cc1ccccc1O

Geometry (Å):
H  0.446  0.376  3.553
N  -0.028  0.653  2.703
N  -0.467  -0.319  2.090
C  -0.115  -1.657  2.241
C  -1.336  -0.034  1.045
C  -0.418  0.035  -0.337
C  -1.127  1.004  -1.161
C  -0.656  1.432  -2.337
C  0.632  1.227  -2.796
C  1.331  0.392  -2.008
C  0.838  -0.356  -0.817
O  1.919  -1.272  -0.361
H  -0.037  -2.148  1.130
H  0.805  -1.690  2.682
H  -0.703  -2.189  3.005
H  -2.084  -0.825  0.931
H  -1.780  0.917  1.180
H  -2.052  1.371  -0.892
H  -1.201  2.073  -2.985
H  0.941  1.725  -3.725
H  2.325  0.377  -2.345
H  2.768  -1.092  -0.796



No. 4
Here is one molecule with the formula C8H11N3 from the OMol25 dataset. Energies are from ωB97M-V with the def2-TZVPD basis set.

DFT total energy (hartree): -475.54353
Energy relative to the best compared isomer or geometry (same formula, charge and spin) (kcal per mole): 89.38
Molecular weight (Da): 149.2
SMILES: C\C(=C/C=C\C=C/C#N)NN

Geometry (Å):
C  -1.430  -0.788  -0.139
C  -0.085  -0.653  0.537
C  0.381  0.275  1.393
C  -0.178  1.608  1.562
C  -0.715  2.236  0.523
C  -0.603  1.751  -0.854
C  0.471  1.118  -1.315
C  1.753  1.218  -0.812
N  2.807  1.246  -0.334
N  0.642  -1.856  0.443
N  0.234  -2.900  -0.441
H  -1.842  -1.684  0.218
H  -1.315  -0.725  -1.256
H  -1.868  0.054  0.311
H  1.401  0.126  1.724
H  -0.332  1.843  2.563
H  -1.426  3.000  0.757
H  -1.428  1.720  -1.560
H  0.448  0.548  -2.385
H  1.650  -1.704  0.534
H  0.842  -3.724  -0.120
H  0.594  -2.710  -1.350



No. 5
Here is one molecule with the formula C8H11N3O2S from the OMol25 dataset. Energies are from ωB97M-V with the def2-TZVPD basis set.

DFT total energy (hartree): -1024.10896
Energy relative to the best compared isomer or geometry (same formula, charge and spin) (kcal per mole): 0.41
2S+1: 3
Molecular weight (Da): 213.3
Expectation value of S²: 2.007

Geometry (Å):
C  0.736  -1.275  -1.665
C  2.132  0.467  -0.756
C  -0.428  -0.607  -1.321
C  1.010  1.182  -0.299
C  1.979  -0.731  -1.475
C  -0.207  0.515  -0.531
C  3.198  -1.429  -1.838
C  -3.128  -0.379  2.175
N  -0.252  1.351  2.170
N  -1.187  0.681  2.645
N  -2.011  0.455  1.695
O  -1.601  2.668  0.194
O  -2.763  0.703  -0.701
S  -1.712  1.263  0.147
H  0.589  -2.155  -2.168
H  3.037  0.981  -0.748
H  -1.362  -1.035  -1.487
H  1.202  2.108  0.136
H  2.947  -2.560  -1.698
H  3.513  -1.252  -2.943
H  4.020  -0.995  -1.214
H  -3.192  -1.284  1.562
H  -2.907  -0.628  3.164
H  -3.991  0.193  2.001
H  0.379  1.763  2.955



No. 6
Here is a 3-piece molecular cluster, C8H11N4O2S overall from the OMol25 dataset. Energies are from ωB97M-V with the def2-TZVPD basis set.

DFT total energy (hartree): -1078.60006
Energy relative to the best compared isomer or geometry (same formula, charge and spin) (kcal per mole): 80.39
Molecular weight (Da): 227.3
Total charge: +1

Geometry (Å):
C  -1.622  -2.238  2.462
C  -0.430  -1.647  2.814
C  -1.750  -2.575  1.141
C  0.573  -1.406  1.903
C  -0.922  -2.264  0.159
C  0.386  -1.688  0.584
C  0.329  2.023  -0.407
C  -1.261  -2.412  -1.158
N  0.425  4.622  -1.380
N  1.324  1.971  -1.128
N  1.440  -1.486  -0.261
N  0.002  5.713  -1.712
O  1.328  -1.758  -1.597
O  2.358  -0.579  0.071
S  -0.854  1.813  0.600
H  -2.542  -2.356  3.096
H  -0.254  -1.155  3.815
H  -2.701  -3.053  0.901
H  1.475  -0.911  2.174
H  -0.605  -2.193  -1.992
H  -2.240  -2.852  -1.415
H  1.876  2.582  -1.581
H  1.868  0.276  0.364
H  0.278  6.369  -2.529
H  -0.891  6.111  -1.154
H  2.257  -1.912  -1.893



No. 7
Here is one molecule with the formula C8H11N5O from the OMol25 dataset. Energies are from ωB97M-V with the def2-TZVPD basis set.

DFT total energy (hartree): -660.36101
Energy relative to the best compared isomer or geometry (same formula, charge and spin) (kcal per mole): 76.00
Molecular weight (Da): 193.2
SMILES: C=CCNc1ncnc(NC)c1N=O

Geometry (Å):
C  4.575  -0.264  0.754
C  3.328  -0.306  0.321
C  2.165  -0.638  1.128
N  1.180  -1.417  0.409
C  -0.024  -1.040  -0.110
N  -0.741  -2.127  -0.439
C  -2.009  -1.875  -0.771
N  -2.665  -0.733  -0.730
C  -1.935  0.384  -0.407
N  -2.498  1.633  -0.415
C  -3.882  1.811  -0.605
C  -0.558  0.272  -0.182
N  0.109  1.532  -0.157
O  1.334  1.521  -0.148
H  4.837  -0.630  1.746
H  5.348  0.241  0.239
H  3.166  -0.035  -0.693
H  2.468  -1.234  2.024
H  1.587  0.254  1.400
H  1.291  -2.390  0.254
H  -2.528  -2.746  -1.055
H  -1.741  2.295  -0.540
H  -4.523  1.248  0.063
H  -4.172  1.391  -1.545
H  -4.111  2.855  -0.542



No. 8
Here is a 2-piece molecular cluster, C8H11N5O3 overall from the OMol25 dataset. Energies are from ωB97M-V with the def2-TZVPD basis set.

DFT total energy (hartree): -810.20367
2S+1: 3
Molecular weight (Da): 225.2
Total charge: +2
Expectation value of S²: 2.017

Geometry (Å):
C  0.495  -0.436  -0.743
C  -0.027  0.066  0.489
C  0.306  -1.428  2.369
C  -0.403  1.574  -1.178
C  -1.295  -0.195  -4.947
C  0.330  -3.602  1.157
C  -0.678  2.836  -1.864
C  0.399  -1.294  3.892
N  0.419  -2.570  1.690
N  0.175  0.513  -1.712
N  0.132  -0.274  1.826
N  -0.582  1.364  0.159
N  1.170  -1.569  -1.105
O  -0.452  -0.221  -4.168
O  -2.161  -0.099  -5.665
O  0.121  0.068  4.210
H  -1.143  3.615  -1.158
H  -1.112  2.716  -2.794
H  0.313  3.447  -2.193
H  1.362  -1.514  4.351
H  -0.156  -2.125  4.365
H  0.213  0.202  -2.730
H  0.148  0.697  2.372
H  -0.811  2.082  0.819
H  1.628  -2.178  -0.461
H  1.209  -1.774  -2.099
H  0.400  0.100  5.117



No. 9
Here is one molecule with the formula C8H11NO2 from the OMol25 dataset. Energies are from ωB97M-V with the def2-TZVPD basis set.

DFT total energy (hartree): -516.55998
Energy relative to the best compared isomer or geometry (same formula, charge and spin) (kcal per mole): 86.96
Molecular weight (Da): 153.2

Geometry (Å):
C  -0.237  -2.138  2.377
C  0.402  1.854  -1.952
C  0.631  -1.350  1.766
C  1.374  1.486  1.249
C  1.761  -0.609  -0.474
C  0.530  -0.953  0.350
C  0.857  0.457  -0.016
C  -1.349  1.521  -0.333
N  -0.056  1.299  -0.885
O  0.444  2.057  1.775
O  2.572  1.449  1.362
H  -0.144  -2.381  3.421
H  -1.077  -2.574  1.860
H  -0.184  2.567  -2.506
H  1.402  1.629  -2.276
H  1.459  -0.917  2.308
H  2.722  -0.637  0.020
H  1.783  -0.905  -1.512
H  -0.286  -1.430  -0.187
H  -1.858  0.566  -0.197
H  -1.935  2.175  -0.974
H  -1.201  1.963  0.663



No. 10
Here is C8H11NO2Rh as an isolated structure from the OMol25 dataset. Energies are from ωB97M-V with the def2-TZVPD basis set.

DFT total energy (hartree): -627.00639
Energy relative to the best compared isomer or geometry (same formula, charge and spin) (kcal per mole): 0.00
2S+1: 5
Molecular weight (Da): 256.1
Total charge: -1
Expectation value of S²: 6.015

Geometry (Å):
C  -0.544  0.580  -2.089
C  0.869  0.757  -1.866
C  1.044  1.585  -0.694
C  -0.268  1.929  -0.222
C  -1.229  1.372  -1.115
Rh  0.109  -0.296  -0.235
N  -3.494  0.724  0.784
C  0.371  -2.009  -0.836
C  1.697  -1.452  -0.517
H  1.992  1.860  -0.239
H  1.673  0.432  -2.524
H  -0.480  2.536  0.649
H  -2.297  1.549  -1.085
H  -1.008  0.001  -2.882
H  2.361  -1.226  -1.360
H  -0.039  -2.739  -0.111
H  -3.358  -0.230  0.384
H  2.176  -1.880  0.373
H  0.218  -2.296  -1.881
O  -0.679  0.582  3.857
C  -0.676  0.381  2.635
O  -0.250  -0.656  1.977
H  -1.111  1.192  2.017



No. 11
Here is one molecule with the formula C8H11NO2S from the OMol25 dataset. Energies are from ωB97M-V with the def2-TZVPD basis set.

DFT total energy (hartree): -914.64498
Energy relative to the best compared isomer or geometry (same formula, charge and spin) (kcal per mole): 142.34
Molecular weight (Da): 185.2

Geometry (Å):
C  -1.177  0.952  0.050
C  -2.360  0.639  0.191
C  1.740  -0.226  -0.708
C  0.157  1.083  0.383
C  1.177  1.229  -0.603
C  -3.722  0.099  0.272
C  3.340  1.758  0.465
C  -1.004  -2.698  -0.456
N  0.766  -0.866  0.014
O  2.568  -0.791  -1.331
O  2.236  2.217  -0.255
S  0.337  -2.240  0.657
H  0.431  0.964  1.465
H  0.702  1.557  -1.492
H  -4.420  0.869  0.774
H  -3.816  -0.749  0.973
H  -4.132  -0.219  -0.741
H  4.282  2.324  0.269
H  3.582  0.662  0.328
H  3.246  1.717  1.610
H  -1.405  -1.780  -0.777
H  -1.842  -3.171  0.136
H  -0.689  -3.330  -1.225



No. 12
Here is one molecule with the formula C8H11NO4 from the OMol25 dataset. Energies are from ωB97M-V with the def2-TZVPD basis set.

DFT total energy (hartree): -667.05206
Energy relative to the best compared isomer or geometry (same formula, charge and spin) (kcal per mole): 61.48
Molecular weight (Da): 185.2
SMILES: CC[C@@H](O)C(=O)C(=C=O)N(C)C=O

Geometry (Å):
C  -2.357  0.621  -1.479
C  -2.643  0.419  -0.008
C  -1.245  0.021  0.725
O  -0.843  -1.243  0.260
C  -0.228  1.127  0.497
O  -0.554  2.280  0.564
C  1.348  0.719  0.265
C  2.119  1.712  -0.057
O  2.746  2.639  -0.371
N  1.904  -0.598  0.218
C  2.182  -1.297  1.440
C  2.255  -1.220  -0.881
O  2.913  -2.191  -1.106
H  -1.911  -0.182  -1.993
H  -3.269  0.879  -1.934
H  -1.556  1.385  -1.683
H  -2.983  1.476  0.345
H  -3.365  -0.355  0.366
H  -1.456  0.013  1.920
H  -1.331  -1.287  -0.506
H  3.231  -1.257  1.718
H  1.448  -0.758  2.206
H  1.811  -2.228  1.241
H  1.785  -0.672  -1.746